Here is one molecule with the formula C4H4O2S at a distorted geometry from the OMol25 dataset. Energies are from the ωB97M-V functional and the def2-TZVPD basis.

Its total energy is -703.44904 hartree. As for the HOMO energy: -8.72 eV. The calculation puts the HOMO-LUMO gap at 9.33 eV. The strongest force on any atom comes out at 1.8 eV/A. For the LUMO energy, the calculation gives 0.023 hartree.

Geometry as XYZ:
```
11
C4H4O2S, DFT the ωB97M-V functional and the def2-TZVPD basis
C 0.309 -0.367 -0.001
C -0.522 -1.466 0.024
C -1.849 0.295 0.005
C -0.593 0.794 -0.012
H 2.227 -0.176 1.214
H -0.386 -2.511 -0.101
H -2.823 0.720 0.016
H 0.703 2.081 0.044
O -1.791 -1.053 0.007
O -0.269 2.110 -0.009
S 2.043 -0.256 -0.078
```


Here is one molecule with the formula C4H4O2S from the OMol25 dataset. Energies are from the ωB97M-V functional and the def2-TZVPD basis.

Its total energy is -703.45426 hartree. As for the HOMO energy: -7.73 eV. The calculation puts the HOMO-LUMO gap at 8.36 eV. The strongest force on any atom comes out at 0.8 eV/A. For the LUMO energy, the calculation gives 0.023 hartree.

Geometry as XYZ:
```
11
C4H4O2S, DFT the ωB97M-V functional and the def2-TZVPD basis
C -1.096 -0.281 -0.004
C -0.934 1.067 -0.005
C 0.491 1.275 -0.009
C 1.058 0.057 -0.007
H -1.912 -1.965 0.020
H -1.725 1.826 0.004
H 1.005 2.236 0.017
H 2.454 -1.766 0.000
O -2.189 -1.058 -0.006
O 0.102 -0.928 -0.008
S 2.747 -0.464 -0.004
```


Here is one molecule with the formula C4H4O2S at a distorted geometry from the OMol25 dataset. Energies are from the ωB97M-V functional and the def2-TZVPD basis.

Its total energy is -703.42906 hartree. As for the HOMO energy: -8.17 eV. The calculation puts the HOMO-LUMO gap at 8.72 eV. The strongest force on any atom comes out at 2.7 eV/A. For the LUMO energy, the calculation gives 0.020 hartree.

Geometry as XYZ:
```
11
C4H4O2S, DFT the ωB97M-V functional and the def2-TZVPD basis
C 1.571 -0.342 -0.454
C 0.464 -0.199 0.612
C -1.511 -1.069 -0.200
C -1.757 0.225 -0.493
H 1.247 -0.705 -1.480
H 0.993 -0.155 1.574
H -2.181 -1.874 -0.490
H -2.568 0.621 -1.094
O 2.687 0.070 -0.235
O -0.401 -1.355 0.483
S -0.524 1.294 0.170
```


Here is C4H4O2S2 as an isolated structure at a distorted geometry from the OMol25 dataset. Energies are from the ωB97M-V functional and the def2-TZVPD basis.

Its total energy is -1101.64352 hartree. As for the HOMO energy: -8.97 eV. The calculation puts the HOMO-LUMO gap at 8.61 eV. The strongest force on any atom comes out at 4.1 eV/A. For the LUMO energy, the calculation gives -0.013 hartree.

Geometry as XYZ:
```
12
C4H4O2S2, DFT the ωB97M-V functional and the def2-TZVPD basis
C -0.792 -1.305 -1.503
C 0.339 -0.539 -0.816
C 0.178 0.928 -0.706
C 0.490 1.019 0.798
H -2.689 -1.435 -1.195
H 1.225 -0.744 -1.438
H -0.833 1.320 -1.031
H 1.030 1.406 -1.209
O -1.896 -0.944 -0.761
O -0.685 -2.123 -2.423
S 0.683 2.258 1.843
S 0.606 -0.798 0.889
```


Here is C4H4O2Tb as an isolated structure at a distorted geometry from the OMol25 dataset. Energies are from the ωB97M-V functional and the def2-TZVPD basis.

Its total energy is -1129.38213 hartree. As for the HOMO energy (spin up / spin down): -12.56 / -11.66 eV. Its expectation value of S² is 13.030. The calculation puts the HOMO-LUMO gap (spin up / spin down) at 6.37 / 7.10 eV. As for the spin multiplicity: 7. As for the charge: +1. The strongest force on any atom comes out at 3.2 eV/A. For the LUMO energy (spin up / spin down), the calculation gives -0.228 / -0.168 hartree.

Geometry as XYZ:
```
11
C4H4O2Tb, DFT the ωB97M-V functional and the def2-TZVPD basis
O 1.459 -0.654 0.048
C 0.267 -1.202 0.444
H 0.348 -1.843 1.341
C -0.791 -1.454 -0.582
C -2.062 -1.183 0.188
C -0.966 -0.200 0.369
O -0.912 1.097 0.027
Tb 1.216 1.435 -0.212
H -0.664 -1.377 -1.663
H -2.349 -1.845 1.020
H -2.906 -0.833 -0.418
```


Here is C4H4O2Y as an isolated structure at a distorted geometry from the OMol25 dataset. Energies are from the ωB97M-V functional and the def2-TZVPD basis.

Its total energy is -342.75461 hartree. As for the HOMO energy (spin up / spin down): -16.49 / -16.49 eV. Its expectation value of S² is 0.750. The calculation puts the HOMO-LUMO gap (spin up / spin down) at 5.97 / 6.09 eV. As for the spin multiplicity: 2. As for the charge: +2. The strongest force on any atom comes out at 5.1 eV/A. For the LUMO energy (spin up / spin down), the calculation gives -0.387 / -0.382 hartree.

Geometry as XYZ:
```
11
C4H4O2Y, DFT the ωB97M-V functional and the def2-TZVPD basis
H -3.068 0.093 0.849
O -4.311 0.940 -0.121
C -3.714 0.208 -0.945
C -2.659 -0.489 -0.224
C -2.278 -1.769 -0.310
C -1.414 -2.311 0.732
O -1.045 -3.483 0.738
Y 0.614 -4.983 1.859
H -3.430 0.607 -1.936
H -2.744 -2.475 -1.003
H -0.973 -1.589 1.443
```


Here is C4H4O2Yb as an isolated structure at a distorted geometry from the OMol25 dataset. Energies are from the ωB97M-V functional and the def2-TZVPD basis.

Its total energy is -1463.20521 hartree. As for the HOMO energy: -15.20 eV. The calculation puts the HOMO-LUMO gap at 4.79 eV. As for the charge: +2. The strongest force on any atom comes out at 5.1 eV/A. For the LUMO energy, the calculation gives -0.382 hartree.

Geometry as XYZ:
```
11
C4H4O2Yb, DFT the ωB97M-V functional and the def2-TZVPD basis
H -1.170 -0.947 -1.627
O 2.936 0.778 -0.080
C 1.853 0.635 0.303
C 0.596 0.539 0.711
C -0.963 -0.528 -0.632
C -0.717 0.875 -0.422
H 0.386 0.757 1.758
H -1.477 1.359 0.201
H -0.382 1.360 -1.346
O -0.366 -1.298 0.210
Yb -0.696 -3.530 0.923
```


Here is one molecule with the formula C4H4O3 at a distorted geometry from the OMol25 dataset. Energies are from the ωB97M-V functional and the def2-TZVPD basis.

Its total energy is -380.44649 hartree. As for the HOMO energy: -10.21 eV. The calculation puts the HOMO-LUMO gap at 10.19 eV. The strongest force on any atom comes out at 2.2 eV/A. For the LUMO energy, the calculation gives -0.001 hartree.

Geometry as XYZ:
```
11
C4H4O3, DFT the ωB97M-V functional and the def2-TZVPD basis
O -1.996 0.793 0.662
C -0.964 1.077 0.101
C 0.001 -0.024 -0.243
C -0.306 -1.189 0.609
O -0.694 -1.308 -0.706
C 1.372 0.349 -0.730
O 1.760 1.494 -0.778
H -0.690 2.122 -0.112
H 0.502 -1.848 0.914
H -1.143 -0.831 1.222
H 2.027 -0.495 -1.005
```


Here is one molecule with the formula C4H4O3 from the OMol25 dataset. Energies are from the ωB97M-V functional and the def2-TZVPD basis.

Its total energy is -380.49864 hartree. As for the HOMO energy: -9.77 eV. The calculation puts the HOMO-LUMO gap at 8.93 eV. The strongest force on any atom comes out at 0.6 eV/A. For the LUMO energy, the calculation gives -0.031 hartree.

Geometry as XYZ:
```
11
C4H4O3, DFT the ωB97M-V functional and the def2-TZVPD basis
C -1.800 0.039 0.153
C -0.436 -0.383 -0.307
O -0.201 -1.203 -1.167
C 0.768 0.273 0.383
O 0.654 0.987 1.349
C 2.134 -0.015 -0.257
O 2.620 0.788 -1.012
H -1.917 -0.171 1.221
H -2.564 -0.488 -0.421
H -1.914 1.122 0.029
H 2.655 -0.948 0.030
```


Here is one molecule with the formula C4H4O3 from the OMol25 dataset. Energies are from the ωB97M-V functional and the def2-TZVPD basis.

Its total energy is -380.50041 hartree. As for the HOMO energy: -9.80 eV. The calculation puts the HOMO-LUMO gap at 8.81 eV. The strongest force on any atom comes out at 0.6 eV/A. For the LUMO energy, the calculation gives -0.037 hartree.

Geometry as XYZ:
```
11
C4H4O3, DFT the ωB97M-V functional and the def2-TZVPD basis
C 1.290 -0.943 -0.626
C 0.743 0.275 0.061
O 1.301 1.343 0.153
C -0.618 0.125 0.749
O -0.800 -0.653 1.657
C -1.767 1.008 0.262
O -1.718 1.608 -0.779
H 1.315 -1.787 0.071
H 2.289 -0.735 -1.013
H 0.624 -1.219 -1.453
H -2.658 0.978 0.920
```


Here is one molecule with the formula C4H4O3 from the OMol25 dataset. Energies are from the ωB97M-V functional and the def2-TZVPD basis.

Its total energy is -380.36045 hartree. As for the HOMO energy: -9.06 eV. The calculation puts the HOMO-LUMO gap at 9.49 eV. The strongest force on any atom comes out at 0.7 eV/A. For the LUMO energy, the calculation gives 0.016 hartree.

Geometry as XYZ:
```
11
C4H4O3, DFT the ωB97M-V functional and the def2-TZVPD basis
O 1.287 -0.382 0.256
C 0.910 -1.591 0.632
C 0.116 0.314 -0.105
C -0.623 1.053 0.905
O 0.142 1.707 -0.112
C -0.476 -0.277 -1.362
O -0.018 -1.247 -1.906
H 1.863 -2.148 0.713
H -1.705 1.145 0.853
H -0.176 1.119 1.896
H -1.319 0.307 -1.768
```


Here is a 2-piece molecular cluster, C4H4O3 overall at a distorted geometry from the OMol25 dataset. Energies are from the ωB97M-V functional and the def2-TZVPD basis.

Its total energy is -380.46080 hartree. As for the HOMO energy: -10.21 eV. The calculation puts the HOMO-LUMO gap at 10.77 eV. The strongest force on any atom comes out at 1.1 eV/A. For the LUMO energy, the calculation gives 0.021 hartree.

Geometry as XYZ:
```
11
C4H4O3, DFT the ωB97M-V functional and the def2-TZVPD basis
O 0.474 -3.166 -1.091
C 0.304 -2.465 -0.221
O 0.551 -0.134 -1.908
C 0.870 0.422 -0.882
C -0.130 1.067 0.048
C -0.925 0.389 1.077
O 0.208 1.189 1.412
H -0.559 1.971 -0.395
H 1.933 0.570 -0.623
H -0.843 -0.683 1.260
H -1.884 0.840 1.325
```


ΔE to the lowest compared entry with this formula, charge and spin for the records above, in order: 1.168 1.026 1.712 0.482 0.000 0.627 1.931 2.736 1.317 1.269 5.077 2.346 eV